Molecular formula: C28H25FeN7O5S
Method: DFT, ωB97M-V with the def2-TZVPD basis set

XYZ file:
```
67
Properties=species:S:1:pos:R:3
H -2.8280 1.2466 -0.6978
C 0.4162 6.5427 -1.6417
H 1.0106 0.0405 7.2634
C -2.6878 -0.8440 1.9256
H -3.9690 2.7399 0.8633
C 3.7801 -1.6019 -0.2189
H -3.4731 -1.2542 2.5542
C -3.9951 1.6843 1.1263
C -3.1504 -0.6088 0.4488
C -2.2590 -1.3712 -0.5401
C 0.4527 1.9155 6.5848
C -1.1062 5.4232 -3.1455
N 1.6868 1.3026 -0.0553
H 0.5542 1.1899 8.4651
O -1.7373 1.1098 1.0847
C -1.4710 -1.7554 2.0621
C 0.5453 2.4618 4.1418
H 1.3643 -1.0919 3.1004
O -1.4654 -2.7580 2.7284
N 1.4328 -1.1852 -0.2922
C -0.7431 4.2098 -2.5691
H 0.8647 7.4613 -1.2887
H -4.1804 -0.9220 0.2964
C 0.1951 4.1542 -1.5397
N 0.9700 0.8238 2.4496
O -1.1896 -0.6946 -0.9623
H 0.3069 3.4834 4.3972
H -1.5746 0.9633 -2.6898
H 3.7259 1.2496 -0.4141
C -1.0400 1.8536 -2.3726
N 0.7077 0.9679 7.4964
H 1.5177 5.2834 -0.2928
O -2.5157 -2.4812 -0.9265
H 4.3629 -3.6660 -0.3410
H -4.2347 0.9520 3.1982
H 4.7853 -1.2094 -0.1455
H -3.2208 2.3892 3.0547
N 1.5936 2.6561 -0.2807
N -1.3055 3.0041 -3.0028
C 2.8040 0.7230 -0.1899
C 2.2377 -3.4117 -0.4634
C 1.2015 -2.4897 -0.4276
H -0.8002 7.5307 -3.1139
C 0.5551 2.8390 -1.0281
H 2.0091 -4.4608 -0.5810
H 0.1660 -2.7846 -0.5143
H 0.6088 2.8066 2.0269
H -1.5364 0.6138 3.1278
Fe -0.0211 0.0355 0.2767
O -0.3765 -1.3518 1.4370
H -1.8328 5.4525 -3.9483
S -0.0731 3.4125 7.0000
N -0.1960 1.7387 -1.4011
C 0.7036 2.0782 2.8241
C 3.5384 -2.9657 -0.3358
C 0.6760 1.5128 5.1495
H -1.9469 3.0075 -3.7774
C -2.9698 0.9025 0.3173
C 1.0055 0.2163 4.7613
C -3.5012 1.4558 2.5711
C -0.5242 6.5814 -2.6746
H 1.1335 -0.5971 5.4619
C 0.7787 5.3380 -1.0811
C -2.2853 0.5732 2.3467
C 1.1414 -0.0799 3.4159
H -5.0040 1.3125 0.9537
C 2.7029 -0.7407 -0.2091
```

## Properties
HOMO (alpha / beta)   -10.80 / -10.80 eV
Net charge   +1
Energy above the lowest of the compared OMol25 structures with the same formula, charge and spin   15.1 kcal/mol
E_tot   -3503.23233 a.u.
2S+1   2
Gap between HOMO and LUMO (alpha / beta)   7.13 / 7.31 eV
E_LUMO (alpha / beta)   -3.67 / -3.49 eV
⟨S²⟩   0.85

=====

Molecular formula: C5H15NO2
Method: DFT, ωB97M-V with the def2-TZVPD basis set

XYZ file:
```
23
Properties=species:S:1:pos:R:3
C 2.0001 -0.0672 0.0954
H 0.4442 2.2564 0.4663
H -2.0433 1.5213 -0.5802
H 2.2373 -1.0888 0.4021
C -0.2659 -0.9131 0.0546
H -1.8323 1.6319 1.2501
C -1.6597 -0.3840 0.3577
H -0.1215 0.2407 3.7014
H 2.6521 0.6507 0.5903
H 1.1973 -2.1464 -3.3877
H 0.0315 -1.5421 -4.1401
C -0.0495 1.3950 0.0284
H 0.0671 1.4965 -1.0690
H -0.0016 -1.7912 0.6480
O 0.6656 -1.3467 -3.4395
H 0.1463 0.4732 2.1757
H -0.1363 -1.1532 -1.0077
H -2.4549 -0.7193 -0.3032
O -0.1301 0.9139 3.0140
H 2.1334 -0.0508 -0.9985
C -1.5473 1.1567 0.3163
H -1.9511 -0.7060 1.3598
N 0.6187 0.1724 0.4659
```

## Properties
HOMO   -8.60 eV
Energy above the lowest of the compared OMol25 structures with the same formula, charge and spin   19.2 kcal/mol
E_tot   -404.72445 a.u.
SMILES   CN1CCCC1.O.O
Gap between HOMO and LUMO   9.19 eV
E_LUMO   0.59 eV

=====

Molecular formula: C28H56O21
Method: DFT, ωB97M-V with the def2-TZVPD basis set

XYZ file:
```
105
Properties=species:S:1:pos:R:3
H -29.9331 -13.1154 -40.9330
H -41.6408 -11.0883 -29.0021
O -40.1714 -23.1510 -34.7945
H -28.8758 -21.5290 -41.6282
C -25.9361 -12.8870 -34.8398
C -20.3216 -12.3432 -36.1125
H -28.4584 -18.8962 -42.9240
H -25.8934 -11.8327 -35.1131
H -39.9449 -11.6849 -28.9424
H -34.9714 -15.1600 -38.8327
O -39.6027 -15.4010 -31.0989
C -38.9658 -21.7535 -37.8080
C -29.1304 -20.5286 -41.9782
C -39.5440 -8.3562 -49.7299
H -29.8524 -6.1190 -38.6845
H -23.0742 -17.7398 -40.9092
C -24.5868 -13.3587 -34.2536
H -40.4890 -7.8598 -49.5095
H -30.5532 -14.7170 -41.2020
O -39.4077 -22.6515 -36.7404
H -39.7851 -21.2888 -38.3566
H -38.7071 -17.1582 -31.7032
H -39.0725 -7.4695 -50.1538
C -37.8995 -22.6268 -38.5592
O -31.1634 -3.6035 -41.2289
H -31.5499 -7.3997 -37.5196
O -40.6572 -21.0551 -35.6428
H -29.7313 -14.3877 -39.7049
O -31.6770 -13.4763 -39.8955
H -37.6397 -16.3513 -30.6272
H -30.0488 -20.5470 -42.5651
H -27.7308 -20.3670 -43.6165
C -23.7254 -17.9714 -41.7520
H -37.9334 -15.7013 -32.2251
C -39.4369 -9.9247 -47.8914
H -26.3537 -13.4376 -35.6827
C -27.9721 -19.8436 -42.6913
O -29.6679 -3.6340 -39.4912
H -37.3340 -21.8654 -39.0963
C -38.8920 -11.1366 -45.9054
C -31.9270 -6.5725 -38.1210
H -41.4456 -12.7788 -28.8637
C -40.1849 -22.2012 -35.7296
H -23.2674 -18.4603 -42.6118
H -36.7185 -13.6625 -37.8365
O -26.8244 -19.6153 -41.8841
C -41.0640 -12.1958 -30.8680
H -37.9534 -12.5351 -47.2434
O -32.9273 -15.3955 -40.4355
H -24.4279 -12.8235 -33.3175
H -35.8397 -14.0113 -39.8943
C -32.8150 -14.2355 -39.9668
C -30.5596 -4.1170 -40.2259
H -40.8148 -23.8790 -32.9881
C -25.7053 -19.1240 -42.4307
O -23.5969 -13.1637 -35.3015
H -19.6896 -13.2290 -36.0482
H -31.5460 -2.0237 -42.3755
H -30.5846 -7.2788 -39.7999
O -31.1329 -5.3067 -40.0639
H -37.7360 -12.8451 -45.5588
O -24.8525 -18.7825 -41.4224
C -38.4192 -16.1627 -31.3654
H -38.5412 -20.9259 -37.2400
H -38.4386 -23.1461 -39.3516
H -35.5788 -12.2768 -38.0399
H -32.8599 -6.9936 -38.4958
H -32.0664 -5.6606 -37.5403
H -24.0123 -16.9915 -42.1338
O -33.8510 -13.4855 -39.4540
C -30.7767 -6.3944 -39.1924
H -29.4385 -19.9640 -41.0983
H -39.8067 -11.7099 -46.0563
H -26.7559 -13.0242 -34.1346
O -40.8866 -13.5907 -31.0567
C -30.4163 -13.9555 -40.4342
C -35.6786 -13.3591 -37.9567
O -38.8172 -9.9923 -46.7165
C -35.0625 -14.1174 -39.1375
H -39.6441 -9.0827 -50.5363
O -39.0447 -8.7971 -48.5504
O -25.6129 -18.8899 -43.6546
C -37.7345 -12.0423 -46.2961
O -38.5773 -13.4150 -30.9505
H -24.7142 -14.4304 -34.1006
H -37.2519 -23.2519 -37.9443
O -21.6241 -12.8832 -36.0862
C -30.7961 -2.2932 -41.6318
H -35.1880 -13.5203 -36.9968
O -40.2321 -10.7452 -48.3315
H -38.7446 -10.8596 -44.8616
H -42.0838 -12.0537 -31.2256
H -36.6988 -11.7237 -46.4138
H -39.9050 -22.4437 -32.7323
C -40.9608 -11.8945 -29.2772
C -22.4465 -12.5097 -35.1419
H -29.7796 -2.2306 -42.0203
H -20.1551 -11.9009 -37.0947
H -40.4861 -11.5632 -31.5418
H -31.0233 -1.5868 -40.8334
C -40.5808 -22.9172 -33.4444
H -41.4695 -22.2875 -33.4873
O -22.2848 -11.7664 -34.1634
C -39.5996 -14.0799 -31.0808
H -20.1375 -11.5424 -35.3963
```

## Properties
HOMO   -10.47 eV
Energy above the lowest of the compared OMol25 structures with the same formula, charge and spin   118.0 kcal/mol
E_tot   -2680.42226 a.u.
SMILES   CCOC(=O)OC.CCOC(=O)OC.CCOC(=O)OC.CCOC(=O)OC.CCOC(=O)OC.CCOC(=O)OC.CCOC(=O)OC
Gap between HOMO and LUMO   10.83 eV
E_LUMO   0.36 eV

=====

Molecular formula: C6H14N5
Method: DFT, ωB97M-V with the def2-TZVPD basis set

XYZ file:
```
25
Properties=species:S:1:pos:R:3
C -1.4104 -0.8664 1.6052
H -0.5087 -1.3111 -2.1792
H 0.8451 0.5789 -4.7625
H -2.7436 0.5805 0.1996
N -0.6417 -1.1629 2.7662
H 1.3926 0.4437 0.5767
C 0.1756 -0.1209 2.9816
C 0.9638 -0.1010 -1.4765
C 0.6005 0.1292 -3.8070
N 0.0295 -1.0184 -1.3737
H -0.3991 -1.1813 -0.4640
C -1.8846 1.2397 0.3617
H 0.8936 -0.1306 3.7835
N -0.0122 0.8554 2.1240
H 2.6110 0.5646 -0.5518
C -1.0992 0.4725 1.3833
N 1.6467 0.2848 -0.3931
H -0.6299 -2.0541 3.2159
N 1.4384 0.2974 -2.6691
H -0.4030 0.6136 -3.7616
H -2.2354 2.2435 0.5877
H 2.2130 0.9288 -2.7668
H -1.4494 1.3032 -0.6454
H -1.9531 -1.7223 1.2476
H 0.4094 -0.9310 -4.0303
```

## Properties
HOMO   -12.29 eV
Net charge   +1
Energy above the lowest of the compared OMol25 structures with the same formula, charge and spin   22.5 kcal/mol
E_tot   -510.58227 a.u.
Gap between HOMO and LUMO   9.55 eV
E_LUMO   -2.74 eV

=====

Molecular formula: C2HCl3S
Method: DFT, ωB97M-V with the def2-TZVPD basis set

XYZ file:
```
7
Properties=species:S:1:pos:R:3
C 1.0537 0.0080 0.1522
C -0.1857 -0.2275 -0.2402
H 1.6229 0.9154 0.1047
S -1.4010 1.2558 -0.8661
Cl -0.8994 -1.7251 -0.6210
Cl -2.3064 1.1392 0.9187
Cl 2.1159 -1.3658 0.5516
```

## Properties
HOMO   -9.56 eV
Energy above the lowest of the compared OMol25 structures with the same formula, charge and spin   12.6 kcal/mol
E_tot   -1855.51501 a.u.
SMILES   Cl/C=C(\Cl)SCl
Gap between HOMO and LUMO   9.20 eV
E_LUMO   -0.35 eV

=====

- The lowest energy above the lowest of the compared OMol25 structures with the same formula, charge and spin belongs to which entry?
  C2HCl3S

=====

Please write out number 2 again, unchanged.
Molecular formula: C5H15NO2
Method: DFT, ωB97M-V with the def2-TZVPD basis set

XYZ file:
```
23
Properties=species:S:1:pos:R:3
C 2.0001 -0.0672 0.0954
H 0.4442 2.2564 0.4663
H -2.0433 1.5213 -0.5802
H 2.2373 -1.0888 0.4021
C -0.2659 -0.9131 0.0546
H -1.8323 1.6319 1.2501
C -1.6597 -0.3840 0.3577
H -0.1215 0.2407 3.7014
H 2.6521 0.6507 0.5903
H 1.1973 -2.1464 -3.3877
H 0.0315 -1.5421 -4.1401
C -0.0495 1.3950 0.0284
H 0.0671 1.4965 -1.0690
H -0.0016 -1.7912 0.6480
O 0.6656 -1.3467 -3.4395
H 0.1463 0.4732 2.1757
H -0.1363 -1.1532 -1.0077
H -2.4549 -0.7193 -0.3032
O -0.1301 0.9139 3.0140
H 2.1334 -0.0508 -0.9985
C -1.5473 1.1567 0.3163
H -1.9511 -0.7060 1.3598
N 0.6187 0.1724 0.4659
```

## Properties
HOMO   -8.60 eV
Energy above the lowest of the compared OMol25 structures with the same formula, charge and spin   19.2 kcal/mol
E_tot   -404.72445 a.u.
SMILES   CN1CCCC1.O.O
Gap between HOMO and LUMO   9.19 eV
E_LUMO   0.59 eV

=====

- The highest energy above the lowest of the compared OMol25 structures with the same formula, charge and spin belongs to which entry?
  C28H56O21

=====

- Look up the E_tot of the second one.
  -404.72445 a.u.